Version a
ORCA calculation (ωB97M-V with the def2-TZVPD basis set) on a cluster of 2 separate species, C5H8N2O3S in total.

Summary:
orbital gap	8.7	eV

CARTESIAN COORDINATES (ANGSTROEM)
C -0.56141 1.38565 1.45967
C -0.28059 0.04637 0.78552
C -1.19815 -1.00519 0.86295
N -2.11257 -1.73401 0.95315
S 1.28096 -0.05412 0.00618
C 1.84400 -1.79695 -0.08506
O 2.26492 0.86151 0.54044
O 1.09638 0.16255 -1.50280
H -1.42762 1.42996 1.98539
H 0.21624 1.71641 2.19085
H -0.57097 2.23371 0.67623
H 0.86464 -2.15546 -0.69841
H 2.69576 -2.00446 -0.62992
H 1.79595 -2.11592 0.94204
H 0.76935 1.08562 -1.70010
N -2.07617 -0.03465 -1.48099
C -1.38927 0.90070 -1.59068
O -0.75762 1.88296 -1.72890
H -2.45384 -0.80466 -0.98557

---

Version b
ORCA calculation (ωB97M-V with the def2-TZVPD basis set) on an isolated molecule of C5H8N2O3S.

Summary:
orbital gap	9.3	eV

CARTESIAN COORDINATES (ANGSTROEM)
C 1.40356 -0.42472 -0.41455
C 1.54527 1.58002 0.40336
C -0.76432 -0.04184 1.46133
C -0.67441 1.95614 -0.71110
C 0.81085 1.57615 -0.91156
N 0.80996 0.22331 -1.36661
N 1.51138 -1.75539 -0.46250
O 1.99526 0.29703 0.66604
O 1.47888 2.46776 1.21410
O -2.86200 0.76790 0.20367
S -1.56058 0.31688 -0.25128
H 0.24142 0.45654 1.88081
H -0.78801 -1.17105 1.40496
H -0.81780 2.82677 0.00512
H -1.14666 2.06552 -1.68274
H 1.22351 2.10949 -1.66592
H -1.38427 0.03626 2.27614
H 1.00338 -2.28188 -1.24892
H 2.35886 -2.33600 -0.15491

---

Here are the energies relative to the best structure, in kJ/mol: version a 89.8; version b 0.0.

---

Version a
ORCA calculation (ωB97M-V with the def2-TZVPD basis set) on a structure of composition C29H30BF2O2PS2V.

Summary:
orbital gap (spin up / spin down)	8.1 / 7.3	eV
total charge	+1
2S+1	3

CARTESIAN COORDINATES (ANGSTROEM)
V 0.64734 0.37553 0.60823
C 2.11573 3.18817 2.05313
C 0.85753 2.40607 1.82182
C 0.51282 1.35633 2.69425
C -0.69404 0.65291 2.55311
C -1.10026 -0.40781 3.53224
C -1.51870 0.96234 1.46799
C -1.20972 1.99939 0.56929
C -2.25738 2.46932 -0.40086
C 0.00470 2.69328 0.75043
H 2.96427 2.52433 2.21666
H 2.00013 3.80594 2.94504
H 2.33576 3.84564 1.21334
H 1.18573 1.09424 3.50112
H -1.24662 -1.36723 3.03746
H -2.04223 -0.12459 4.00377
H -0.34966 -0.53713 4.30888
H -2.43898 0.40848 1.32560
H -2.45096 1.74992 -1.19002
H -1.96397 3.40973 -0.86302
H -3.18701 2.63160 0.14532
H 0.25721 3.49621 0.06815
C 4.88974 -2.27385 1.40379
O 3.47927 -2.52357 1.53084
C 2.62733 -1.56378 1.24833
S 3.13593 0.00155 0.82984
S 0.98494 -1.97995 1.26821
H 5.21404 -1.57663 2.17478
H 5.10763 -1.87059 0.41552
H 5.35990 -3.24202 1.54061
F -0.54155 1.11578 -2.22444
B -0.37390 0.07344 -1.33514
F -1.28389 -0.91989 -1.46341
O 1.08622 -0.41297 -1.48151
P 1.89967 -0.42559 -2.81647
C 2.62154 1.17492 -3.15352
C 3.12991 1.44781 -4.42407
C 3.71864 2.67312 -4.68363
C 3.79365 3.63312 -3.68253
C 3.27896 3.36811 -2.42199
C 2.69274 2.14093 -2.15578
C 0.86571 -0.90535 -4.19077
C 0.68442 -2.26242 -4.45812
C -0.16103 -2.65577 -5.48075
C -0.81828 -1.69857 -6.24110
C -0.63862 -0.34700 -5.97856
C 0.19769 0.05374 -4.95168
C 3.18108 -1.65066 -2.57271
C 4.43366 -1.51573 -3.16324
C 5.38683 -2.50563 -2.98467
C 5.09199 -3.62782 -2.22205
C 3.84329 -3.76181 -1.63007
C 2.88565 -2.77566 -1.80317
H 3.05192 0.71193 -5.21679
H 4.11096 2.88322 -5.66899
H 4.24969 4.59157 -3.89003
H 3.33423 4.11829 -1.64455
H 2.29564 1.93585 -1.16893
H 1.20701 -3.01038 -3.87583
H -0.30341 -3.70728 -5.68767
H -1.47352 -2.00841 -7.04413
H -1.15627 0.39457 -6.57113
H 0.31893 1.10613 -4.73269
H 4.68262 -0.63655 -3.74371
H 6.36213 -2.39776 -3.43908
H 5.84051 -4.39732 -2.08814
H 3.60914 -4.63002 -1.02872
H 1.91709 -2.87442 -1.32760

---

Version b
ORCA calculation (ωB97M-V with the def2-TZVPD basis set) on a structure of composition C29H30BF2O2PS2V.

Summary:
orbital gap (spin up / spin down)	8.0 / 7.0	eV
total charge	+1
2S+1	3

CARTESIAN COORDINATES (ANGSTROEM)
V 0.06067 -0.30672 -2.05425
C -0.91735 -0.08151 -5.51633
C -1.06844 0.57356 -4.17480
C -0.08728 1.47173 -3.71781
C -0.32319 2.31442 -2.61917
C 0.67667 3.36856 -2.22885
C -1.55448 2.22987 -1.96875
C -2.48431 1.25551 -2.30680
C -3.78190 1.11535 -1.56358
C -2.21437 0.41585 -3.39448
H -1.28287 0.61579 -6.27340
H -1.49935 -0.99653 -5.59410
H 0.12352 -0.30235 -5.74295
H 0.84054 1.57754 -4.26954
H 0.39968 4.32389 -2.67888
H 1.67846 3.11834 -2.57734
H 0.70192 3.51284 -1.14912
H -1.75860 2.90936 -1.15018
H -4.52156 1.80769 -1.97097
H -3.66784 1.33620 -0.50379
H -4.18188 0.10730 -1.66275
H -2.94944 -0.32509 -3.68744
C 3.72912 -3.79998 -0.67419
O 2.29936 -3.76824 -0.86561
C 1.71466 -2.63403 -1.11989
S 2.41446 -1.13996 -1.16221
S -0.01509 -2.75038 -1.39810
H 4.02429 -4.82385 -0.87391
H 3.95636 -3.52761 0.35548
H 4.21573 -3.10853 -1.35771
F -0.85629 -2.79853 -4.10192
B -0.15738 -2.05775 -3.23912
F 1.03771 -1.50388 -3.72240
O -0.50463 0.21958 -0.06717
P -0.08453 0.08716 1.37628
C 1.55681 0.76423 1.67870
C 2.19621 0.60824 2.90711
C 3.42341 1.21213 3.13002
C 4.01136 1.98111 2.13412
C 3.37186 2.14898 0.91452
C 2.14563 1.54294 0.68833
C -0.11985 -1.62300 1.93155
C -1.36751 -2.22769 2.07506
C -1.45406 -3.57581 2.38072
C -0.29544 -4.32229 2.55140
C 0.94914 -3.72238 2.41832
C 1.04055 -2.37387 2.10616
C -1.21511 1.00314 2.42969
C -1.22406 0.80315 3.80883
C -2.07624 1.54758 4.60805
C -2.92357 2.48716 4.03438
C -2.92210 2.68254 2.66061
C -2.06804 1.94038 1.85913
H 1.74463 0.01139 3.69015
H 3.92051 1.08431 4.08232
H 4.96880 2.45247 2.31237
H 3.82739 2.75131 0.13927
H 1.63976 1.66739 -0.25994
H -2.27106 -1.64305 1.94368
H -2.42309 -4.04435 2.48786
H -0.36407 -5.37463 2.79376
H 1.84953 -4.30575 2.56111
H 2.01191 -1.90994 1.98759
H -0.58334 0.05443 4.25939
H -2.08601 1.39008 5.67819
H -3.58965 3.06480 4.66141
H -3.58624 3.41120 2.21452
H -2.05049 2.07825 0.78739

---

Here are the energies relative to the best structure, in kJ/mol: version a 0.0; version b 97.8.

---

Version a
ORCA calculation (ωB97M-V with the def2-TZVPD basis set) on a cluster of 2 separate species, C5H16NS in total.

Summary:
orbital gap	8.1	eV
total charge	+1

CARTESIAN COORDINATES (ANGSTROEM)
C 2.78681 -0.67857 0.92848
C 1.43757 -1.26124 0.54848
C 0.64026 -0.38998 -0.40632
N 1.66937 -2.59790 -0.14234
H 3.38002 -1.37051 1.51652
H 3.33062 -0.37902 0.03492
H 2.61851 0.23318 1.49510
H 0.83733 -1.48472 1.43297
H 1.24841 -0.11097 -1.26276
H 0.34581 0.51041 0.12455
H -0.25995 -0.89815 -0.75444
H 2.23256 -3.25324 0.40470
H 0.78203 -3.07095 -0.33497
H 2.13120 -2.44167 -1.04015
C -1.69350 2.59147 -0.28078
C -3.03602 1.89287 -0.35670
S -2.94677 0.13037 0.13413
H -0.95782 2.08824 -0.91590
H -1.30959 2.68074 0.73113
H -1.80770 3.59052 -0.70979
H -3.75818 2.37543 0.29481
H -3.42017 1.93512 -1.37178
H -4.25083 -0.09144 -0.06988

---

Version b
ORCA calculation (ωB97M-V with the def2-TZVPD basis set) on a cluster of 2 separate species, C5H16NS in total.

Summary:
orbital gap	7.4	eV
total charge	+1

CARTESIAN COORDINATES (ANGSTROEM)
C 0.61096 -0.20142 1.95616
C 0.87426 1.25897 1.64997
N 2.32784 1.58276 1.94233
H -0.43923 -0.41861 1.78433
H 1.20267 -0.84707 1.30527
H 0.85738 -0.45286 2.98847
H 0.71414 1.50300 0.60255
H 0.28185 1.93536 2.26119
H 2.54124 1.39668 2.92337
H 2.54759 2.55546 1.73314
H 2.94495 0.99627 1.37013
C -2.09037 0.22758 -0.77850
C -1.66283 -0.41415 -2.08765
C -0.52470 -1.40702 -1.88460
S -0.08077 -2.18545 -3.47413
H -2.89094 0.95051 -0.91755
H -1.24104 0.73644 -0.32449
H -2.45633 -0.51296 -0.06564
H -2.50866 -0.92710 -2.54870
H -1.34067 0.35102 -2.79753
H -0.82965 -2.17885 -1.17730
H 0.35397 -0.89045 -1.48977
H 0.80832 -3.05812 -2.97103

---

Here are the energies relative to the best structure, in kJ/mol: version a 0.0; version b 36.2.

---

Version a
ORCA calculation (ωB97M-V with the def2-TZVPD basis set) on an isolated molecule of C20H21N3O3.

Summary:
orbital gap	8.6	eV

CARTESIAN COORDINATES (ANGSTROEM)
N 0.79979 0.10840 -0.46848
C 1.23730 -1.33268 -0.28072
C 2.82885 -1.49173 0.29136
C 3.89418 -0.45130 -0.05530
C 4.27649 0.52351 0.92023
C 5.46005 1.34407 0.79801
C 6.23192 1.23732 -0.35155
C 5.96272 0.13619 -1.46038
C 4.76596 -0.64633 -1.23054
C 0.15742 -2.16941 0.28455
O 0.16505 -3.44514 0.35038
N -0.93952 -1.49013 0.51289
C -2.22811 -2.21174 0.82034
C -3.23649 -1.07113 1.29536
C -3.69906 -0.14068 0.21550
C -4.59885 0.04516 -0.73191
N -4.44674 1.24817 -1.38317
C -3.57651 2.04862 -0.67275
C -3.03818 3.33429 -1.10056
C -2.28938 3.81598 -0.21044
C -1.72650 2.97297 0.86598
C -2.09499 1.68901 1.18054
C -3.03951 1.24846 0.37313
C -2.63383 -3.00732 -0.29110
O -3.79159 -2.71173 -0.69664
O -1.92415 -3.81508 -1.08120
H 0.97057 0.76913 0.24617
H 1.10682 0.65507 -1.36833
H 1.31058 -1.56531 -1.32083
H 2.70837 -1.33416 1.45560
H 3.34503 -2.49313 0.23641
H 3.87852 0.59842 1.94032
H 5.55916 2.36497 1.21332
H 7.03921 1.85577 -0.41144
H 6.50831 -0.03878 -2.42699
H 4.80127 -1.59925 -1.93490
H -0.87971 -0.32786 0.71479
H -2.44333 -2.85514 1.94280
H -4.06750 -1.60013 1.87000
H -2.60224 -0.56578 2.20681
H -5.21701 -0.92950 -0.94301
H -5.18272 1.67733 -1.95001
H -3.65377 3.99009 -1.90297
H -2.04022 4.91358 -0.01666
H -0.88811 3.64498 1.18651
H -1.76287 1.20956 2.17060
H -1.00664 -4.13762 -0.80178

---

Version b
ORCA calculation (ωB97M-V with the def2-TZVPD basis set) on an isolated molecule of C20H21N3O3.

Summary:
orbital gap	8.5	eV

CARTESIAN COORDINATES (ANGSTROEM)
N 3.02352 1.88517 2.03477
C 4.00386 2.80045 1.73311
O 3.96087 3.83339 2.38874
C 5.03773 2.70538 0.59693
O 5.30735 4.05493 0.07648
C 4.55173 1.88423 -0.62075
O 4.74153 0.50473 -0.24444
C 3.09522 2.13360 -1.00201
C 2.73398 3.30594 -1.69859
C 1.40997 3.51263 -2.07900
C 0.44415 2.60694 -1.63687
C 0.83751 1.48233 -0.88842
C -0.12334 0.50724 -0.28385
C -1.51321 0.82432 -0.20584
C -2.43919 -0.12532 0.25403
C -1.96231 -1.39467 0.60062
C -0.62863 -1.70413 0.53804
C -0.43567 -3.08848 0.80918
C -1.65808 -3.56108 1.16953
N -2.58237 -2.55471 1.01546
C -4.02251 -2.72311 1.15392
C -4.48996 -3.71660 0.10746
C -4.75932 -3.17957 -1.30358
C -5.90130 -3.66457 -0.41699
C 0.31501 -0.75758 0.13185
N 2.14286 1.28253 -0.62352
H 2.88898 1.09298 1.40237
H 2.25470 2.19728 2.62384
H 5.92520 2.24378 1.04145
H 5.12768 4.66504 0.82222
H 5.19580 2.09972 -1.44395
H 3.96323 0.02557 -0.57565
H 3.50034 4.01288 -2.01900
H 1.16184 4.40546 -2.63622
H -0.60865 2.77989 -1.87772
H -1.91298 1.80950 -0.46813
H -3.50117 0.12334 0.28194
H 0.48076 -3.63926 0.73458
H -1.86851 -4.59269 1.48488
H -4.55741 -1.78083 1.05537
H -4.25685 -3.09740 2.15603
H -4.05307 -4.72068 0.13729
H -4.50897 -3.81962 -2.18127
H -4.66150 -2.08473 -1.46394
H -6.40446 -4.60328 -0.65624
H -6.58368 -2.90692 -0.01619
H 1.32931 -1.06406 -0.00796

---

Version c
ORCA calculation (ωB97M-V with the def2-TZVPD basis set) on an isolated molecule of C20H21N3O3.

Summary:
orbital gap	8.6	eV

CARTESIAN COORDINATES (ANGSTROEM)
C 0.26619 2.90942 1.44236
C 0.83466 2.06261 0.29807
C 2.01619 1.22096 0.81979
O 2.34771 1.25829 1.98758
C 2.69219 0.39965 -0.16771
C 2.46544 0.32923 -1.52546
N 3.31359 -0.55947 -2.09296
C 4.12501 -1.10170 -1.12809
C 5.13769 -2.04495 -1.22994
C 5.79138 -2.39911 -0.06799
C 5.44685 -1.83067 1.16050
C 4.44138 -0.89385 1.26550
C 3.76651 -0.51918 0.10675
N -0.07939 1.17598 -0.39372
C -0.65349 0.08130 0.35314
C -2.04168 0.38484 0.95367
N -2.92205 0.85702 -0.08873
C -3.92363 0.18153 -0.70237
O -4.41595 0.58062 -1.75066
C -4.48242 -1.03746 -0.08785
C -5.34328 -1.91029 -0.70636
C -5.67848 -2.88983 0.25123
C -5.01020 -2.54372 1.38583
O -4.28564 -1.43196 1.19423
C -2.40029 2.04603 -0.73306
C -1.01947 1.74328 -1.33441
H 1.05491 3.54709 1.83383
H -0.07737 2.27437 2.25441
H -0.54910 3.53886 1.09553
H 1.24553 2.74002 -0.46272
H 1.74518 0.85877 -2.11669
H 3.34706 -0.78932 -3.07273
H 5.40199 -2.48286 -2.18127
H 6.58556 -3.12978 -0.10695
H 5.98561 -2.13645 2.04506
H 4.17430 -0.45141 2.21140
H -0.76404 -0.76618 -0.33717
H 0.03423 -0.21104 1.14729
H -1.96385 1.16939 1.71291
H -2.43500 -0.51212 1.42245
H -5.68005 -1.83875 -1.71941
H -6.32780 -3.73012 0.11695
H -4.96917 -2.98962 2.36036
H -2.33745 2.84354 0.01283
H -3.09703 2.33640 -1.52064
H -1.16542 1.00898 -2.13795
H -0.59683 2.65165 -1.76682

---

Here are the energies relative to the best structure, in kJ/mol: version a 689.5; version b 24.2; version c 0.0.